This record from the Open Molecules 2025 dataset describes a 2-piece molecular cluster, C5H11NOS overall in a non-equilibrium geometry. The level of theory is ωB97M-V/def2-TZVPD.

The calculation puts the energy relative to the best compared isomer or geometry (same formula, charge and spin) at 728.2 kJ/mol. The maximum force is 3.51 eV Å⁻¹. The LUMO energy (spin up / spin down) comes out at -0.6208 / -0.1071 eV. The total energy is -725.047531 hartree.

Last columns: bonded neighbours and bond lengths (Å).
Element x y z (Å)
1 C 0.408 -2.676 -0.611  S8 1.556, H9 1.179
2 C -0.691 0.418 -1.889  C5 1.562, H10 1.140, H11 1.111, H12 1.062
3 C -0.414 1.816 0.203  C5 1.581, H13 1.057, H14 1.037, H15 1.090
4 C 0.862 -0.186 2.074  O7 1.447, H16 1.067, H17 1.143, H18 1.150
5 C -0.342 0.344 -0.369  C2 1.562, C3 1.581, N6 1.365, H19 1.192
6 N 0.921 -0.173 -0.349  C5 1.365, O7 1.338
7 O 1.563 -0.035 0.817  C4 1.447, N6 1.338
8 S -0.913 -2.996 0.146  C1 1.556
9 H 0.909 -2.994 -1.630  C1 1.179
10 H -0.070 -0.368 -2.434  C2 1.140
11 H -1.767 0.309 -2.142  C2 1.111
12 H -0.383 1.361 -2.270  C2 1.062
13 H -1.443 2.049 0.269  C3 1.057
14 H 0.174 2.446 -0.374  C3 1.037
15 H 0.001 1.808 1.211  C3 1.090
16 H -0.106 0.254 1.981  C4 1.067
17 H 1.572 0.313 2.817  C4 1.143
18 H 0.777 -1.310 2.302  C4 1.150
19 H -1.061 -0.381 0.247  C5 1.192